1.
Density functional theory data (the ωB97M-V functional and the def2-TZVPD basis) for a cluster of 6 separate species, C5H20IO5 in total.

```
! wB97M-V def2-TZVPD RIJCOSX def2/J DEFGRID3
* xyz -1 1
I 26.71950 -10.77361 -4.34617
C 27.94857 -7.50281 -1.52168
O 28.75822 -8.23673 -2.40986
H 28.37760 -6.50703 -1.40631
H 26.94755 -7.35449 -1.94963
H 27.84270 -7.96962 -0.53659
H 28.25690 -8.99640 -2.73520
C 29.10184 -14.19990 -5.83304
O 28.58884 -13.01120 -6.39994
H 28.29251 -14.79800 -5.40201
H 29.65636 -14.72081 -6.60936
H 29.81042 -13.98899 -5.01850
H 28.12924 -12.51555 -5.70293
C 25.36814 -11.49861 -8.28397
O 26.19465 -10.45217 -7.82116
H 24.45890 -11.58797 -7.67052
H 24.98431 -11.20069 -9.26361
H 25.89274 -12.45458 -8.31352
H 26.30447 -10.60344 -6.86633
C 28.91919 -8.51237 -6.99730
O 29.63718 -9.36143 -6.12437
H 29.54074 -7.65326 -7.24707
H 28.64546 -9.02896 -7.92449
H 27.99066 -8.16474 -6.53196
H 29.00470 -10.00985 -5.78623
C 23.23861 -8.90472 -4.43368
O 24.04725 -8.41889 -5.47788
H 23.39152 -9.97063 -4.24472
H 23.42741 -8.34438 -3.51062
H 22.17456 -8.79717 -4.67334
H 24.80130 -9.01654 -5.56654
*
```

Its HOMO-LUMO gap is 0.306 hartree. Its calculated total energy is -23848.95693 eV. For the lowest unoccupied orbital energy, the calculation gives 3.08 eV.

---

2.
Density functional theory data (the ωB97M-V functional and the def2-TZVPD basis) for a cluster of 13 separate species, C52H91N13 in total.

```
! wB97M-V def2-TZVPD RIJCOSX def2/J DEFGRID3
* xyz 0 1
C 3.15175 5.21487 0.61279
C 1.75937 4.59800 0.47116
C 0.54854 5.58826 0.59955
C 0.67099 6.76190 -0.27750
N 0.67851 7.68500 -0.96562
H 3.28228 5.58745 1.62879
H 3.26467 6.10357 -0.00814
H 3.98198 4.52866 0.44564
H 1.61675 3.79153 1.19044
H 1.73091 4.28715 -0.57318
H 0.49323 5.94255 1.62887
H -0.36161 5.10815 0.24008
C 2.72586 -3.01696 -0.38048
C 3.49160 -3.86937 -1.41293
C 5.00609 -3.34968 -1.60358
C 5.14238 -1.91767 -1.45165
N 5.28106 -0.80260 -1.28509
H 1.77051 -3.40817 -0.03069
H 2.55534 -1.99588 -0.72168
H 3.42521 -2.86725 0.44207
H 3.01015 -3.78068 -2.38681
H 3.59647 -4.94143 -1.24627
H 5.46224 -3.51078 -2.58035
H 5.70535 -3.86205 -0.94281
C 2.83975 0.50615 5.69181
C 2.33981 -0.83869 6.34832
C 3.21018 -2.07351 5.95937
C 3.44920 -2.29030 4.51141
N 3.68232 -2.46745 3.37497
H 2.20350 1.35553 5.94046
H 2.90659 0.29917 4.62373
H 3.86426 0.74309 5.97876
H 1.34433 -1.11677 6.00219
H 2.32621 -0.70245 7.42969
H 2.92429 -2.98818 6.47875
H 4.17002 -1.79906 6.39696
C -5.48658 -1.27905 1.20539
C -4.40899 -0.20056 1.55333
C -4.11969 -0.04314 3.03437
C -5.36920 0.43211 3.66694
N -6.39667 0.77032 4.19838
H -5.61570 -1.34421 0.12503
H -6.36160 -0.84375 1.68806
H -5.23918 -2.20348 1.72725
H -4.53303 0.81057 1.16560
H -3.41713 -0.39693 1.14619
H -3.31944 0.69690 3.04055
H -3.87730 -0.96886 3.55629
C -1.92133 -5.86458 1.63646
C -1.19983 -5.43572 0.32528
C -1.22978 -3.80275 0.16878
C -2.53549 -3.30065 -0.28104
N -3.55606 -2.93623 -0.65213
H -2.27206 -6.89641 1.65711
H -2.86727 -5.34217 1.77921
H -1.26588 -5.80771 2.50551
H -1.71459 -5.89374 -0.51933
H -0.17494 -5.78878 0.21104
H -0.47656 -3.38541 -0.49949
H -0.93071 -3.37147 1.12411
C 0.18124 -4.61273 -3.08676
C 0.79621 -5.67357 -4.05055
C 0.47439 -7.15972 -3.66417
C 1.08421 -7.54987 -2.35377
N 1.53113 -7.84921 -1.32814
H 0.35516 -3.60685 -3.46894
H 0.63543 -4.66036 -2.09704
H -0.87046 -4.80653 -2.87589
H 1.87953 -5.60140 -3.95411
H 0.52411 -5.53395 -5.09677
H 0.81446 -7.91805 -4.36942
H -0.60741 -7.26131 -3.57760
C -0.34520 -3.39872 3.92114
C -0.39044 -3.55779 5.47509
C -1.49429 -2.79138 6.30448
C -1.82237 -1.40310 6.03385
N -2.06556 -0.28071 5.76374
H -1.28529 -3.77729 3.51988
H 0.52336 -4.02151 3.70703
H -0.39218 -2.31897 3.77966
H 0.60340 -3.44288 5.90773
H -0.57347 -4.58234 5.79897
H -1.20984 -2.82576 7.35615
H -2.44080 -3.31955 6.18938
C -2.78430 3.70912 -0.32701
C -2.54321 2.61715 -1.36237
C -3.68153 2.55224 -2.47446
C -3.82941 3.90919 -3.13158
N -3.99391 4.90417 -3.66656
H -2.13767 3.46190 0.51492
H -3.83048 3.79486 -0.03331
H -2.67448 4.73810 -0.66942
H -2.55557 1.66414 -0.83349
H -1.51143 2.68512 -1.70721
H -4.66371 2.23534 -2.12375
H -3.37601 1.81832 -3.22020
C 3.18434 1.26029 -2.88411
C 3.32579 0.98120 -4.41356
C 2.30467 -0.01568 -4.91602
C 2.95174 -1.33126 -4.87234
N 3.47293 -2.41896 -4.76897
H 2.60590 2.15825 -2.66688
H 4.17699 1.56381 -2.55153
H 2.88239 0.36854 -2.33484
H 4.31346 0.81036 -4.84182
H 2.88609 1.83850 -4.92326
H 2.24266 0.14994 -5.99157
H 1.30562 0.03737 -4.48338
C 0.32417 -0.17101 1.95297
C -0.15521 0.85685 0.96887
C 0.66480 0.85330 -0.28913
C 0.37517 -0.36693 -1.12506
N 0.21854 -1.30616 -1.83993
H 1.36073 -0.12614 2.28708
H 0.07256 -1.16129 1.57331
H -0.21279 -0.08682 2.89779
H -0.23034 1.88998 1.30814
H -1.17844 0.65802 0.65016
H 1.70861 0.90171 0.02106
H 0.46155 1.65264 -1.00176
C -0.36363 5.36072 5.93291
C 0.44768 4.12650 5.55039
C 0.34443 3.63825 4.05615
C -1.08034 3.48863 3.59231
N -2.14918 3.40476 3.12641
H -0.80214 5.29850 6.92887
H -1.18923 5.58560 5.25769
H 0.25135 6.24398 5.76041
H 0.14407 3.27953 6.16567
H 1.50701 4.17602 5.80233
H 0.98351 2.76174 3.94936
H 0.94695 4.29104 3.42455
C -0.91620 6.53718 -5.34613
C 0.51481 5.97438 -5.73232
C 1.31088 5.84316 -4.41150
C 0.90119 4.80681 -3.49719
N 0.56450 3.99079 -2.73950
H -0.95581 7.14561 -4.44261
H -1.66078 5.74146 -5.32308
H -1.31289 7.15153 -6.15440
H 0.88851 6.75602 -6.39374
H 0.48026 5.10411 -6.38771
H 1.36090 6.75050 -3.80955
H 2.32696 5.68961 -4.77496
C -1.61732 -0.05158 -4.46003
C -1.25307 -1.50319 -4.80062
C -2.49153 -2.47356 -4.60182
C -3.64937 -2.03369 -5.36331
N -4.52017 -1.72706 -6.04044
H -0.81010 0.58932 -4.81464
H -1.58386 0.09917 -3.38103
H -2.58456 0.15307 -4.91902
H -0.49602 -1.89604 -4.12191
H -0.90408 -1.55702 -5.83184
H -2.78779 -2.50534 -3.55333
H -2.19092 -3.47997 -4.89315
*
```

Its HOMO-LUMO gap is 0.398 hartree. Its calculated total energy is -74765.40808 eV. For the lowest unoccupied orbital energy, the calculation gives 0.07 eV.

---

3.
Density functional theory data (the ωB97M-V functional and the def2-TZVPD basis) for a cluster of 2 separate species, C3HBrF4 in total.

```
! wB97M-V def2-TZVPD RIJCOSX def2/J DEFGRID3
* xyz 0 1
C 1.21646 0.63308 0.61605
C 1.52093 -0.62243 0.20563
C -2.08822 -0.36611 -0.49915
F 2.32902 -1.36420 0.85456
F 0.97892 -1.13241 -0.85418
F -2.95830 -0.02784 0.39172
F -2.65651 0.13299 -1.60645
Br 0.04666 1.52817 -0.50219
H 1.61104 1.21874 1.39401
*
```

Its HOMO-LUMO gap is 0.356 hartree. Its calculated total energy is -84035.94263 eV. For the lowest unoccupied orbital energy, the calculation gives 0.39 eV.

---

4.
Density functional theory data (the ωB97M-V functional and the def2-TZVPD basis) for a structure of composition C31H35AsBeP2S2.

```
! wB97M-V def2-TZVPD RIJCOSX def2/J DEFGRID3
* xyz 0 1
Be 0.82414 -1.50578 0.28935
S -0.41978 -2.92791 -0.65401
P -1.21919 -1.05467 -0.84443
C -0.08843 0.03620 -0.25024
P 1.35032 0.43502 -1.03225
S 2.69247 -1.04617 -0.58945
C 1.99717 2.01444 -0.41873
C 3.32186 2.37965 -0.64452
C 3.79383 3.59665 -0.18272
C 2.94570 4.45340 0.51206
C 1.62751 4.09128 0.74111
C 1.15241 2.87053 0.27510
C 1.27089 0.66206 -2.83062
C 1.23858 -0.47067 -3.64114
C 1.02756 -0.34626 -5.00507
C 0.85893 0.91113 -5.56998
C 0.90187 2.04377 -4.77002
C 1.10201 1.91971 -3.40253
C -1.83662 -0.79162 -2.53151
C -1.99632 0.51311 -2.99035
C -2.46465 0.75041 -4.27285
C -2.78030 -0.31680 -5.10348
C -2.62336 -1.61890 -4.65002
C -2.14889 -1.85642 -3.36815
C -2.73869 -0.97820 0.15764
C -3.24467 0.27119 0.50997
C -4.40728 0.36936 1.25608
C -5.07472 -0.78227 1.65922
C -4.57493 -2.02734 1.31225
C -3.40809 -2.12500 0.56315
H 3.98737 1.70603 -1.17218
H 4.82388 3.87831 -0.35939
H 3.31784 5.40220 0.87739
H 0.96725 4.75553 1.28433
H 0.13057 2.55526 0.45297
H 1.36887 -1.45018 -3.19473
H 0.99190 -1.23123 -5.62729
H 0.69379 1.00698 -6.63583
H 0.77712 3.02469 -5.21090
H 1.12620 2.80844 -2.78306
H -1.72608 1.34352 -2.34793
H -2.57134 1.76701 -4.62924
H -3.14046 -0.13388 -6.10803
H -2.86128 -2.45146 -5.29985
H -2.00219 -2.87349 -3.02464
H -2.70781 1.16747 0.22143
H -4.79163 1.34407 1.52863
H -5.98185 -0.70623 2.24524
H -5.08597 -2.92811 1.62750
H -3.00529 -3.09543 0.30082
C -1.38081 -1.41583 3.74491
C -0.03173 -2.11168 3.89455
As 1.21585 -1.51020 2.53406
C 2.88879 -2.40417 2.98935
C 3.39092 -2.30202 4.42201
C 1.44942 0.38138 2.95261
C 1.52052 0.80052 4.41272
H -2.06472 -1.71010 4.54261
H -1.85111 -1.65905 2.79187
H -1.28137 -0.32897 3.78408
H -0.13075 -3.19269 3.78069
H 0.41167 -1.92481 4.87385
H 3.62193 -2.01785 2.27924
H 2.71905 -3.44823 2.71307
H 3.63328 -1.27571 4.69332
H 4.29932 -2.89316 4.55299
H 2.65972 -2.67243 5.14229
H 0.60427 0.85293 2.44599
H 2.33177 0.69717 2.39090
H 0.67898 0.41872 4.99387
H 1.49209 1.88956 4.49071
H 2.43266 0.46721 4.90512
*
```

Its HOMO-LUMO gap is 0.301 hartree. Its calculated total energy is -134206.42743 eV. For the lowest unoccupied orbital energy, the calculation gives 0.69 eV.

---

Going through the records in order, we get energy relative to the best compared isomer or geometry (same formula, charge and spin) values of 6.5; 118.8; 32.6; 0.0 kcal/mol.